DFT (wB97M-V/def2-TZVPD) results for a single C5H11N3O molecule.

Values from the calculation:
* E_HOMO: -8.800 eV
* structure (SMILES): [H]/N=C(\N=C(\C)[O-])[NH+](C)C
* Kohn-Sham gap: 9.42 eV

Structure (XYZ):
```
20
Properties=species:S:1:pos:R:3:nbo_charge:R:1
H -0.857 2.185 1.331 0.405
N 0.052 1.765 1.158 -0.838
C 0.013 0.684 0.451 0.598
N -0.784 -0.136 -0.171 -0.731
C -2.131 0.145 -0.135 0.675
C -2.952 -0.873 -0.899 -0.698
O -2.643 1.102 0.431 -0.633
N 1.503 0.336 0.386 -0.451
C 1.779 -0.942 1.051 -0.417
C 1.999 0.383 -0.994 -0.417
H -2.664 -0.858 -1.951 0.226
H -2.746 -1.874 -0.522 0.225
H -4.009 -0.644 -0.799 0.223
H 1.596 1.307 1.025 0.495
H 2.847 -1.157 1.020 0.207
H 1.445 -0.885 2.086 0.227
H 1.219 -1.728 0.543 0.234
H 1.818 1.375 -1.405 0.227
H 3.066 0.163 -1.017 0.207
H 1.448 -0.348 -1.588 0.234
```

DFT (wB97M-V/def2-TZVPD) results for a single C3H5N3 molecule.

Values from the calculation:
* E_HOMO: -8.265 eV
* structure (SMILES): Nc1cc[nH]n1
* Kohn-Sham gap: 9.41 eV

Structure (XYZ):
```
11
Properties=species:S:1:pos:R:3:nbo_charge:R:1
N 1.984 -0.164 -0.303 -0.815
C 0.672 0.113 0.089 0.308
C -0.390 -0.225 -0.783 -0.400
C -1.522 -0.120 -0.032 -0.022
N -1.155 0.379 1.161 -0.357
N 0.222 0.510 1.279 -0.324
H 2.046 -0.406 -1.283 0.379
H 2.783 0.357 0.019 0.390
H -0.314 -0.415 -1.837 0.219
H -2.523 -0.462 -0.249 0.216
H -1.803 0.432 1.939 0.405
```

DFT (wB97M-V/def2-TZVPD) results for a molecular structure, C30H48BaBrN3P2.

Values from the calculation:
* charge: +2
* E_HOMO (spin up / spin down): -12.218 / -12.217 eV
* Kohn-Sham gap (spin up / spin down): 5.64 / 5.64 eV

Structure (XYZ):
```
85
Properties=species:S:1:pos:R:3:lowdin_charge:R:1
N -5.112 4.203 -1.815 0.069
C -4.336 5.010 -1.094 -0.120
C -2.942 4.867 -1.052 -0.043
C -2.326 3.829 -1.803 -0.255
C -3.178 3.002 -2.577 -0.007
C -4.559 3.251 -2.566 -0.112
C -0.875 3.693 -1.793 -0.329
Ba 0.797 3.237 0.132 2.020
P 4.464 0.963 0.044 0.973
C -0.157 2.537 -2.165 -0.292
C -0.479 1.157 -1.853 -0.294
C 0.303 0.113 -2.429 -0.042
C 0.227 -1.181 -2.000 -0.147
C -0.475 -1.517 -0.760 -0.637
C -1.447 -0.498 -0.353 -0.125
C -1.453 0.758 -0.892 -0.060
Br 1.118 -1.713 0.760 0.681
H -0.324 4.663 -1.795 0.095
H 0.737 2.678 -2.805 0.130
H -2.359 5.542 -0.417 0.113
H -2.788 2.192 -3.196 0.122
H -4.828 5.796 -0.513 0.119
H -5.232 2.641 -3.176 0.118
H 0.973 0.375 -3.252 0.132
H -2.227 1.483 -0.609 0.103
H 0.803 -1.968 -2.488 0.102
H -2.118 -0.741 0.479 0.116
P -1.127 -3.268 -0.653 0.993
C 3.424 2.414 0.094 -0.659
C 4.198 3.717 0.290 -0.154
H 2.795 2.195 0.990 -0.018
H 2.892 2.424 -0.887 0.019
H 3.536 4.571 0.529 0.054
H 4.926 3.623 1.108 0.090
H 4.753 3.967 -0.624 0.094
C 3.629 -0.122 -1.179 -0.458
C 4.561 -1.280 -1.536 -0.152
H 3.370 0.485 -2.060 0.075
H 2.705 -0.493 -0.701 -0.032
H 4.318 -1.674 -2.530 0.073
H 5.616 -0.965 -1.556 0.070
H 4.462 -2.107 -0.818 0.075
C 4.061 0.062 1.608 -0.434
C 5.337 -0.436 2.292 -0.156
H 3.389 -0.777 1.357 -0.028
H 3.508 0.730 2.286 0.063
H 5.108 -1.218 3.028 0.077
H 6.056 -0.844 1.569 0.069
H 5.828 0.385 2.829 0.075
C -1.427 -3.613 1.104 -0.370
C -1.185 -5.031 1.599 -0.115
H -2.449 -3.283 1.331 0.085
H -0.750 -2.940 1.652 -0.003
H -1.877 -5.753 1.148 0.087
H -0.157 -5.368 1.419 0.077
H -1.344 -5.059 2.685 0.091
C 0.170 -4.326 -1.339 -0.328
C 0.118 -4.595 -2.847 -0.119
H 0.087 -5.275 -0.789 0.094
H 1.125 -3.871 -1.040 0.066
H -0.646 -5.347 -3.081 0.082
H -0.089 -3.700 -3.446 0.069
H 1.082 -4.999 -3.181 0.093
C -2.641 -3.493 -1.601 -0.307
C -3.953 -3.259 -0.863 -0.119
H -2.600 -4.519 -1.996 0.103
H -2.564 -2.818 -2.466 0.110
H -4.094 -2.202 -0.623 0.076
H -4.781 -3.560 -1.511 0.092
H -4.028 -3.840 0.060 0.072
C -0.039 -0.084 4.870 -0.004
C -0.561 0.789 3.812 -0.289
C -1.792 1.425 3.647 0.043
C -1.718 2.158 2.463 -0.341
N -0.478 2.004 1.912 -0.208
N 0.201 1.170 2.773 0.022
C -2.751 2.956 1.783 -0.019
H 0.706 0.452 5.479 0.104
H -0.863 -0.383 5.529 0.099
H 0.424 -1.002 4.472 0.091
H -2.652 1.334 4.293 0.128
H 1.085 0.742 2.501 0.109
H -3.439 3.417 2.508 0.109
H -2.320 3.784 1.195 0.054
H -3.350 2.329 1.101 0.098
```

Looking at ΔE to the lowest compared entry with this formula, charge and spin for the records above, in order, we have 157.14 77.47 0.00 kJ/mol.
Looking at DFT total energy for the records above, in order, we have -436.58718 -281.56054 -4617.84964 Ha.